1.
28
Properties=species:S:1:pos:R:3 method="wB97M-V/def2-TZVPD" total_charge=0 homo_lumo_gap_ha=0.3157 energy_ev=-24013.016 e_above_lowest_kj_mol=260.1 spin_multiplicity=1 smiles="C=C=C1CP(c2ccccc2)C(=C)C1=C"
C -0.475 2.634 -2.507
C 0.263 1.663 -2.046
C 0.646 0.464 -1.647
C -0.278 -0.658 -2.033
P -0.116 -1.770 -0.710
C -0.729 -0.763 0.676
C -1.571 0.387 0.608
C -2.386 0.812 1.615
C -2.482 0.057 2.791
C -1.601 -1.026 2.972
C -0.704 -1.369 1.943
C 1.603 -1.298 -0.376
C 2.483 -1.984 0.327
C 1.852 0.030 -0.971
C 2.887 0.820 -0.808
H -1.011 3.313 -1.903
H -0.090 3.064 -3.476
H -1.286 -0.244 -2.181
H 0.136 -0.922 -2.954
H -1.554 0.865 -0.378
H -2.986 1.717 1.657
H -3.133 0.359 3.541
H -1.749 -1.532 3.848
H 0.050 -2.141 2.007
H 2.321 -2.994 0.790
H 3.396 -1.685 0.706
H 3.809 0.478 -0.264
H 2.706 1.724 -1.229

=====

2.
89
Properties=species:S:1:pos:R:3 method="wB97M-V/def2-TZVPD" total_charge=+2 homo_lumo_gap_ha=0.2505 energy_ev=-224213.022 e_above_lowest_kj_mol=42.7 spin_multiplicity=1
Ti 0.122 0.001 -0.090
Br -0.040 -2.107 2.450
C 1.555 -1.088 2.352
C 2.512 -1.046 3.345
C 3.593 -0.189 3.157
C 3.672 0.607 2.020
C 2.669 0.496 1.082
N 1.646 -0.367 1.237
C 2.472 1.426 -0.104
O 3.259 2.266 -0.406
O 1.292 1.210 -0.684
H 2.411 -1.655 4.231
H 4.358 -0.124 3.920
H 4.473 1.315 1.856
S -1.560 -0.300 -1.619
C -1.287 -1.632 -2.754
C -2.119 -1.735 -3.864
C -1.971 -2.806 -4.730
C -1.024 -3.788 -4.478
C -0.199 -3.690 -3.369
C -0.311 -2.598 -2.517
As 0.893 -2.261 -1.034
C 2.338 -1.364 -2.002
C 2.124 -0.646 -3.173
C 3.178 0.044 -3.756
C 4.442 0.002 -3.188
C 4.664 -0.723 -2.026
C 3.609 -1.386 -1.419
C 1.779 -4.009 -0.866
C 2.836 -4.330 -1.712
C 3.351 -5.617 -1.695
C 2.816 -6.576 -0.847
C 1.763 -6.249 -0.005
C 1.241 -4.965 -0.011
H -2.879 -0.983 -4.031
H -2.614 -2.878 -5.597
H -0.925 -4.631 -5.149
H 0.531 -4.459 -3.154
H 1.147 -0.647 -3.642
H 3.012 0.615 -4.660
H 5.261 0.540 -3.647
H 5.653 -0.764 -1.588
H 3.772 -1.980 -0.525
H 3.247 -3.592 -2.387
H 4.172 -5.868 -2.353
H 3.217 -7.580 -0.847
H 1.345 -6.997 0.655
H 0.414 -4.710 0.641
O -0.961 0.634 1.187
P -1.704 1.830 1.869
N -0.717 2.352 3.078
C -1.215 3.134 4.247
C -0.113 4.158 4.533
C 1.138 3.506 3.939
C 0.592 2.891 2.660
N -1.964 2.984 0.755
C -1.841 2.963 -0.715
C -1.895 4.445 -1.069
C -2.943 4.972 -0.089
C -2.569 4.262 1.210
N -3.089 1.387 2.580
C -3.123 0.569 3.819
C -4.447 -0.187 3.719
C -5.324 0.775 2.913
C -4.365 1.271 1.839
H -1.336 2.460 5.095
H -2.178 3.600 4.039
H -0.018 4.351 5.598
H -0.313 5.102 4.025
H 1.499 2.717 4.603
H 1.947 4.206 3.745
H 1.220 2.094 2.272
H 0.486 3.657 1.882
H -2.683 2.436 -1.170
H -0.911 2.500 -1.037
H -2.154 4.610 -2.112
H -0.926 4.907 -0.870
H -3.941 4.674 -0.413
H -2.927 6.054 0.019
H -3.426 4.084 1.863
H -1.829 4.842 1.770
H -3.127 1.226 4.689
H -2.257 -0.093 3.883
H -4.858 -0.415 4.699
H -4.315 -1.121 3.170
H -5.641 1.609 3.542
H -6.209 0.301 2.495
H -4.657 2.234 1.419
H -4.290 0.545 1.023

=====

3.
16
Properties=species:S:1:pos:R:3 method="wB97M-V/def2-TZVPD" total_charge=0 homo_lumo_gap_ha=0.4515 energy_ev=-4341.196 e_above_lowest_kj_mol=128.6 spin_multiplicity=1 smiles=CC.CC
C -1.558 -0.467 -2.016
C -2.466 -0.568 -3.307
H -1.886 -1.170 -1.200
H -0.464 -0.557 -2.163
H -1.605 0.647 -1.645
H -3.524 -0.882 -3.116
H -1.917 -1.207 -4.113
H -2.658 0.430 -3.765
C 1.226 0.675 2.654
C 2.751 0.321 2.688
H 0.925 0.782 3.689
H 1.244 1.554 1.981
H 0.532 -0.197 2.190
H 3.446 1.080 2.414
H 3.056 -0.561 1.951
H 2.898 0.119 3.760

=====

4.
68
Properties=species:S:1:pos:R:3 method="wB97M-V/def2-TZVPD" total_charge=0 homo_lumo_gap_ha=0.3547 energy_ev=-53606.607 e_above_lowest_kj_mol=15.5 spin_multiplicity=1 smiles="C[N+](=O)[O-].C[N+](=O)[O-].C[N+](=O)[O-].C[N+](=O)[O-].C[N+](=O)[O-].c1ccncc1.c1ccncc1.c1ccncc1"
C -1.487 2.622 3.197
N -0.926 3.091 4.515
O 0.078 2.556 4.900
O -1.510 3.937 5.158
H -2.059 3.460 2.789
H -1.926 1.692 3.219
H -0.648 2.486 2.508
C 2.092 0.726 6.353
N 0.926 -0.282 6.123
O 0.198 -0.622 7.020
O 0.891 -0.729 4.954
H 3.081 0.114 6.412
H 1.887 1.203 7.343
H 2.129 1.399 5.519
C -0.485 4.607 -3.210
N -1.403 5.663 -2.690
O -1.340 5.936 -1.508
O -2.052 6.260 -3.515
H 0.196 4.303 -2.411
H 0.016 5.003 -4.071
H -1.129 3.773 -3.399
C 0.295 -1.548 -2.439
N 1.294 -2.434 -3.122
O 2.213 -2.868 -2.433
O 1.153 -2.663 -4.303
H -0.227 -1.055 -3.243
H 0.809 -0.833 -1.831
H -0.270 -2.234 -1.787
C -2.617 -1.994 5.853
N -2.087 -1.798 4.452
O -1.234 -2.582 4.081
O -2.523 -0.895 3.766
H -2.757 -3.084 5.997
H -3.543 -1.419 5.956
H -1.867 -1.606 6.527
C 1.875 0.995 -6.896
C 2.453 0.867 -5.666
C 1.755 1.322 -4.565
N 0.630 1.971 -4.645
C 0.042 1.982 -5.865
C 0.636 1.546 -7.005
H 2.416 0.667 -7.777
H 3.436 0.409 -5.529
H 2.178 1.190 -3.639
H -0.993 2.361 -5.727
H 0.078 1.666 -7.970
C 0.472 -5.242 -0.006
C -0.837 -4.906 0.231
C -1.699 -4.834 -0.832
N -1.260 -4.873 -2.095
C 0.006 -5.117 -2.261
C 0.872 -5.407 -1.281
H 1.154 -5.504 0.778
H -1.226 -4.724 1.197
H -2.745 -4.660 -0.736
H 0.333 -5.072 -3.248
H 1.866 -5.867 -1.527
C 0.472 0.036 1.513
C 1.407 1.011 1.394
C 1.186 2.103 0.517
N 0.117 2.306 -0.221
C -0.810 1.317 -0.076
C -0.674 0.239 0.738
H 0.569 -0.849 2.110
H 2.340 1.000 1.998
H 1.985 2.802 0.288
H -1.744 1.519 -0.642
H -1.456 -0.440 0.763

=====

5.
8
Properties=species:S:1:pos:R:3 method="wB97M-V/def2-TZVPD" total_charge=0 homo_lumo_gap_ha=0.3925 energy_ev=-16018.525 e_above_lowest_kj_mol=80.7 spin_multiplicity=1 smiles="N#C[SiH2][N+](=O)[O-]"
N -0.816 1.587 -2.084
C -0.584 0.793 -1.264
Si -0.051 -0.677 -0.310
N 0.424 0.203 1.248
O 0.164 -0.328 2.344
O 0.843 1.338 1.060
H 1.231 -1.080 -0.750
H -1.211 -1.837 -0.243

=====

6.
47
Properties=species:S:1:pos:R:3 method="wB97M-V/def2-TZVPD" total_charge=0 homo_lumo_gap_ha=0.3535 energy_ev=-25225.060 e_above_lowest_kj_mol=514.2 spin_multiplicity=1 smiles="CC[C@@H]1OC(=O)CCCC/C=C/C/C=C/[C@@H]2[C@@H]1C[C@@H]1O[C@H]21"
C -1.988 1.989 -3.342
C -1.570 0.540 -3.157
C -1.570 0.086 -1.635
O -0.846 1.062 -0.820
C 0.488 1.418 -0.992
O 1.213 0.989 -1.890
C 1.129 1.919 0.234
C 0.205 2.366 1.388
C 0.855 3.007 2.677
C 1.227 1.992 3.828
C 2.152 0.923 3.288
C 1.677 -0.314 2.897
C 2.508 -1.325 2.143
C 1.664 -1.790 0.912
C 0.352 -1.478 0.540
C -0.125 -1.928 -0.841
C -1.502 -1.415 -1.112
C -2.027 -2.494 -2.002
C -1.499 -3.815 -1.578
O -1.335 -4.004 -0.211
C -0.138 -3.521 -0.767
H -1.272 2.627 -3.009
H -2.151 2.052 -4.492
H -2.863 2.402 -2.835
H -2.334 -0.005 -3.829
H -0.573 0.408 -3.489
H -2.650 0.391 -1.475
H 1.860 1.311 0.586
H 1.700 2.848 -0.076
H -0.557 2.958 0.969
H -0.426 1.323 1.525
H 1.765 3.525 2.360
H 0.171 3.762 3.098
H 1.733 2.592 4.583
H 0.213 1.604 4.142
H 3.261 1.132 3.086
H 0.603 -0.531 2.988
H 3.381 -0.680 1.787
H 2.840 -2.102 2.854
H 2.171 -2.502 0.313
H -0.357 -0.857 1.166
H 0.507 -1.554 -1.631
H -2.140 -1.468 -0.193
H -1.715 -2.304 -3.031
H -3.112 -2.374 -1.996
H -1.774 -4.664 -2.191
H 0.850 -4.101 -0.770